Entry 1:
{"formula": "C4H15NO2", "method": "ωB97M-V with the def2-TZVPD basis set", "symbols": ["C", "N", "C", "C", "C", "H", "H", "H", "H", "H", "H", "H", "H", "H", "H", "H", "O", "H", "H", "O", "H", "H"], "xyz": [[-1.04, 0.41, -2.12], [0.10, -0.48, -1.88], [1.25, -0.14, -1.08], [1.29, -1.03, 0.19], [1.33, 1.33, -0.67], [-1.99, -0.10, -2.24], [-0.82, 1.00, -3.03], [-1.14, 1.10, -1.28], [-0.21, -1.41, -1.66], [2.14, -0.42, -1.65], [2.24, -0.97, 0.73], [1.15, -2.08, -0.07], [0.49, -0.76, 0.86], [2.33, 1.51, -0.27], [0.62, 1.58, 0.13], [1.24, 2.02, -1.51], [-1.87, -2.00, 2.96], [-1.48, -1.28, 2.47], [-2.69, -1.73, 3.38], [-1.11, 0.74, 2.23], [-0.75, 1.29, 2.95], [-1.07, 1.43, 1.56]], "nbo_charge": [-0.41, -0.65, -0.03, -0.62, -0.62, 0.21, 0.18, 0.16, 0.36, 0.17, 0.21, 0.20, 0.21, 0.22, 0.18, 0.22, -0.96, 0.49, 0.47, -0.94, 0.48, 0.47], "gap_ev": 8.6, "homo_energy_ev": -8.189, "largest_force_ev_per_a": 1.6, "lumo_ev": 0.4102, "smiles": "CNC(C)C.O.O", "relative_energy_ev": 1.290}

Entry 2:
{"formula": "C38H34N3O4P2V", "method": "ωB97M-V with the def2-TZVPD basis set", "symbols": ["V", "C", "C", "O", "C", "C", "C", "N", "N", "C", "O", "C", "C", "C", "C", "C", "C", "H", "H", "H", "H", "H", "H", "H", "H", "H", "H", "H", "H", "O", "P", "C", "P", "O", "C", "C", "C", "C", "C", "C", "C", "C", "C", "C", "C", "C", "C", "C", "C", "C", "C", "C", "C", "C", "C", "C", "C", "C", "H", "H", "H", "H", "H", "H", "H", "H", "H", "H", "H", "H", "H", "H", "H", "H", "H", "H", "H", "H", "H", "H", "N", "C"], "xyz": [[-0.58, 1.47, 0.17], [-1.23, 4.69, 2.67], [-1.21, 3.21, 2.53], [-0.65, 2.79, 1.36], [-1.66, 2.32, 3.41], [-1.58, 0.87, 3.15], [-0.54, 0.07, 3.88], [-2.34, 0.26, 2.32], [-3.40, 0.99, 1.83], [-3.34, 1.35, 0.62], [-2.24, 1.06, -0.14], [-4.41, 2.08, -0.08], [-4.19, 2.64, -1.34], [-5.20, 3.34, -1.97], [-6.44, 3.48, -1.37], [-6.67, 2.92, -0.11], [-5.66, 2.22, 0.53], [-0.22, 5.09, 2.59], [-1.67, 4.99, 3.62], [-1.82, 5.13, 1.86], [-2.07, 2.66, 4.36], [-0.74, 0.12, 4.95], [0.45, 0.49, 3.71], [-0.58, -0.97, 3.57], [-3.22, 2.54, -1.81], [-5.02, 3.78, -2.95], [-7.23, 4.02, -1.86], [-7.63, 3.02, 0.36], [-5.82, 1.78, 1.50], [-0.17, 0.01, -1.21], [0.16, -1.46, -1.26], [1.07, -1.90, 0.26], [1.95, -0.42, 0.84], [0.92, 0.67, 1.11], [3.12, 0.07, -0.41], [4.06, -0.86, -0.87], [4.95, -0.50, -1.87], [4.89, 0.78, -2.42], [3.96, 1.70, -1.96], [3.07, 1.35, -0.95], [2.84, -0.86, 2.32], [2.37, -1.85, 3.18], [3.05, -2.11, 4.36], [4.19, -1.38, 4.69], [4.65, -0.39, 3.83], [3.99, -0.13, 2.64], [-1.29, -2.49, -1.30], [-1.26, -3.83, -0.94], [-2.42, -4.59, -1.00], [-3.61, -4.00, -1.41], [-3.64, -2.66, -1.76], [-2.49, -1.90, -1.71], [1.23, -1.76, -2.66], [1.74, -3.04, -2.91], [2.58, -3.24, -3.99], [2.90, -2.17, -4.83], [2.38, -0.91, -4.58], [1.54, -0.70, -3.50], [1.76, -2.73, 0.08], [0.35, -2.17, 1.02], [4.12, -1.85, -0.44], [5.67, -1.21, -2.23], [5.58, 1.06, -3.20], [3.92, 2.70, -2.38], [2.34, 2.07, -0.61], [1.48, -2.42, 2.95], [2.69, -2.88, 5.03], [4.71, -1.58, 5.61], [5.54, 0.17, 4.08], [4.36, 0.63, 1.97], [-0.34, -4.30, -0.61], [-2.39, -5.63, -0.71], [-4.51, -4.59, -1.44], [-4.57, -2.20, -2.07], [-2.51, -0.84, -1.97], [1.48, -3.88, -2.28], [2.98, -4.22, -4.19], [3.55, -2.33, -5.67], [2.62, -0.08, -5.23], [1.14, 0.29, -3.29], [0.32, 3.43, -2.16], [-0.09, 2.74, -1.33]], "lowdin_spin": [1.00, 0.00, 0.01, 0.02, -0.02, 0.00, 0.00, 0.00, -0.01, 0.00, -0.02, 0.00, 0.00, 0.00, 0.00, 0.00, 0.00, 0.00, 0.00, 0.00, 0.00, 0.00, 0.00, 0.00, 0.00, 0.00, 0.00, 0.00, 0.00, 0.01, 0.00, 0.00, 0.00, 0.00, 0.00, 0.00, 0.00, 0.00, 0.00, 0.00, 0.00, 0.00, 0.00, 0.00, 0.00, 0.00, 0.00, 0.00, 0.00, 0.00, 0.00, 0.00, 0.00, 0.00, 0.00, 0.00, 0.00, 0.00, 0.00, 0.00, 0.00, 0.00, 0.00, 0.00, 0.00, 0.00, 0.00, 0.00, 0.00, 0.00, 0.00, 0.00, 0.00, 0.00, 0.00, 0.00, 0.00, 0.00, 0.00, 0.00, 0.02, -0.02], "gap_ev": [6.9, 7.6], "homo_energy_ev": [-10.839, -10.849], "largest_force_ev_per_a": 0.4, "lumo_ev": [-3.9684, -3.2649], "total_charge": 1, "s2": 0.76, "relative_energy_ev": 1.665, "spin_multiplicity": 2}

Entry 3:
{"formula": "C9H8Br2N2S", "method": "ωB97M-V with the def2-TZVPD basis set", "symbols": ["C", "C", "Br", "C", "Br", "C", "C", "C", "C", "N", "S", "N", "C", "C", "H", "H", "H", "H", "H", "H", "H", "H"], "xyz": [[-1.32, 0.36, -2.07], [-0.09, -0.47, -2.36], [0.51, -0.01, -4.18], [1.09, -0.20, -1.41], [2.39, -1.67, -1.61], [0.65, -0.13, 0.03], [0.06, -1.28, 0.64], [-0.40, -1.24, 1.92], [-0.26, -0.03, 2.65], [-0.65, 0.19, 3.91], [-0.27, 1.70, 4.26], [0.39, 2.17, 2.87], [0.33, 1.11, 2.06], [0.79, 1.05, 0.71], [-1.66, 0.25, -1.05], [-1.15, 1.41, -2.28], [-2.12, 0.01, -2.72], [-0.30, -1.52, -2.34], [1.64, 0.68, -1.69], [-0.02, -2.19, 0.07], [-0.85, -2.11, 2.37], [1.25, 1.90, 0.23]], "nbo_charge": [-0.64, -0.23, -0.01, -0.25, -0.01, -0.06, -0.20, -0.18, 0.06, -0.61, 0.97, -0.62, 0.15, -0.20, 0.23, 0.22, 0.23, 0.23, 0.24, 0.23, 0.23, 0.23], "gap_ev": 8.6, "homo_energy_ev": -9.384, "largest_force_ev_per_a": 0.9, "lumo_ev": -0.8051, "relative_energy_ev": 0.069}

Entry 4:
{"formula": "C6H9NO", "method": "ωB97M-V with the def2-TZVPD basis set", "symbols": ["C", "C", "C", "C", "C", "C", "H", "H", "H", "H", "H", "H", "H", "H", "H", "N", "O"], "xyz": [[-1.70, -1.13, -0.01], [0.82, -0.25, -1.00], [1.76, -0.48, 0.18], [0.49, -0.32, 0.99], [-0.02, 1.19, 0.77], [0.23, 1.19, -0.62], [-2.10, -0.80, 0.98], [-2.12, -0.58, -0.84], [-1.96, -2.14, -0.35], [1.07, -0.40, -1.94], [2.35, -1.48, -0.06], [2.53, 0.18, 0.44], [0.13, -0.78, 1.96], [0.26, 2.04, 1.36], [0.57, 1.88, -1.22], [-0.09, -1.28, -0.13], [-1.20, 1.23, -0.17]], "nbo_charge": [-0.44, -0.07, -0.41, -0.10, 0.00, 0.04, 0.21, 0.21, 0.19, 0.19, 0.24, 0.20, 0.22, 0.21, 0.18, -0.38, -0.49], "gap_ev": 10.0, "homo_energy_ev": -8.986, "largest_force_ev_per_a": 7.0, "lumo_ev": 1.0404, "relative_energy_ev": 6.242}

Entry 5:
{"formula": "C4H10IN2S", "method": "ωB97M-V with the def2-TZVPD basis set", "symbols": ["C", "C", "C", "C", "N", "N", "S", "I", "H", "H", "H", "H", "H", "H", "H", "H", "H", "H"], "xyz": [[0.11, 1.35, -0.22], [1.01, 0.07, -0.01], [1.02, 0.78, -1.27], [-1.38, 1.60, -0.08], [0.38, -1.31, 0.03], [1.15, 0.82, -2.48], [2.28, 0.01, 1.27], [-0.16, -4.12, 1.94], [0.71, 2.20, 0.33], [-1.48, 2.58, -0.36], [-1.81, 1.51, 0.98], [-2.08, 0.91, -0.60], [-0.45, -1.42, -0.45], [1.08, -2.14, -0.27], [0.24, -1.61, 1.05], [1.86, 0.28, -2.90], [-1.16, -5.36, 2.36], [2.69, 1.17, 0.83]], "nbo_charge": [-0.26, -0.10, 0.26, -0.63, -0.70, -0.50, 0.05, -0.16, 0.26, 0.25, 0.24, 0.23, 0.44, 0.47, 0.46, 0.37, 0.18, 0.16], "gap_ev": 9.4, "homo_energy_ev": -13.478, "largest_force_ev_per_a": 5.7, "lumo_ev": -4.0438, "total_charge": 1, "relative_energy_ev": 2.513}

no.,E (eV)
1,-9975.7959
2,-96881.2436
3,-163363.4792
4,-9899.3622
5,-26215.9971